(1)
The following is a DFT calculation (ωB97M-V/def2-TZVPD) of a molecular structure, C54H42BI4N8OS3W in a non-equilibrium geometry.

Last column: Löwdin charge in e.
Cartesian coordinates (Å):
W  -0.041  0.111  0.017  1.41
I  -5.923  5.001  6.275  0.90
C  -4.678  4.015  4.924  -0.74
C  -5.230  3.220  3.930  -0.13
C  -4.394  2.548  3.051  -0.03
C  -3.005  2.651  3.145  -0.19
C  -2.480  3.481  4.132  -0.03
C  -3.304  4.159  5.021  -0.14
C  -2.145  1.911  2.161  -0.10
C  -2.317  0.532  2.049  -0.27
C  -3.221  -0.244  2.836  0.01
C  -3.447  -1.394  2.155  0.04
C  -2.649  -1.342  0.977  -0.26
C  -2.745  -2.216  -0.087  -0.09
C  -3.858  -3.213  -0.081  -0.21
C  -5.051  -2.909  -0.732  -0.01
C  -6.109  -3.807  -0.722  -0.14
C  -5.972  -5.014  -0.051  -0.74
I  -7.565  -6.362  -0.017  0.89
C  -4.790  -5.333  0.599  -0.14
C  -3.735  -4.429  0.581  -0.02
C  -1.884  -2.192  -1.169  -0.24
N  -0.740  -1.419  -1.276  -0.03
C  -0.071  -1.937  -2.355  -0.22
C  1.060  -1.343  -2.921  -0.09
C  1.973  -2.126  -3.798  -0.19
C  1.588  -2.605  -5.049  -0.03
C  2.444  -3.397  -5.800  -0.14
C  3.700  -3.709  -5.299  -0.74
I  4.973  -4.952  -6.389  0.89
C  4.116  -3.204  -4.077  -0.14
C  3.253  -2.412  -3.331  -0.02
C  1.267  0.003  -2.748  -0.33
C  2.071  0.787  -3.637  0.04
C  1.729  2.075  -3.428  0.03
C  0.779  2.089  -2.354  -0.22
N  0.523  0.822  -1.908  -0.08
C  0.245  3.256  -1.825  -0.07
C  -0.462  3.261  -0.644  -0.21
C  -1.036  4.443  -0.066  0.03
C  -1.611  4.074  1.091  0.03
C  -1.441  2.649  1.220  -0.22
N  -0.682  2.163  0.165  0.00
C  0.409  4.516  -2.604  -0.21
C  1.108  5.612  -2.108  -0.03
C  1.227  6.777  -2.853  -0.14
C  0.638  6.849  -4.107  -0.74
I  0.811  8.596  -5.232  0.89
C  -0.060  5.766  -4.622  -0.13
C  -0.167  4.605  -3.871  -0.02
C  -0.777  -3.041  -2.917  0.01
C  -1.930  -3.160  -2.216  0.01
N  -1.864  -0.202  0.973  -0.05
H  -6.302  3.125  3.835  0.10
H  -4.831  1.948  2.260  0.13
H  -1.412  3.622  4.217  0.10
H  -2.873  4.795  5.782  0.10
H  -3.658  0.062  3.774  0.13
H  -4.113  -2.200  2.420  0.13
H  -5.150  -1.963  -1.253  0.13
H  -7.032  -3.564  -1.231  0.10
H  -4.688  -6.277  1.117  0.10
H  -2.809  -4.674  1.091  0.12
H  0.624  -2.329  -5.461  0.13
H  2.135  -3.757  -6.772  0.10
H  5.107  -3.423  -3.700  0.10
H  3.567  -2.023  -2.369  0.10
H  2.756  0.380  -4.364  0.13
H  2.083  2.950  -3.950  0.13
H  -1.027  5.423  -0.513  0.12
H  -2.164  4.697  1.775  0.12
H  1.581  5.554  -1.135  0.12
H  1.779  7.619  -2.460  0.10
H  -0.522  5.825  -5.598  0.10
H  -0.714  3.757  -4.268  0.13
H  -0.467  -3.627  -3.765  0.12
H  -2.727  -3.870  -2.367  0.13
C  3.449  2.548  0.858  -0.02
N  3.847  1.319  1.528  -0.11
C  4.755  1.202  2.557  -0.04
C  4.842  -0.117  2.842  -0.06
N  3.995  -0.800  1.994  0.01
B  3.825  -2.363  2.161  -0.41
N  3.008  -3.073  1.028  -0.01
C  3.607  -4.079  0.296  -0.05
C  2.644  -4.786  -0.328  -0.03
N  1.444  -4.211  0.032  -0.10
C  0.148  -4.795  -0.266  -0.01
C  1.676  -3.158  0.853  -0.65
S  0.434  -2.154  1.522  0.73
C  3.413  0.082  1.183  -0.63
S  2.492  -0.240  -0.236  0.79
H  3.901  3.386  1.383  0.10
H  2.365  2.638  0.873  0.07
H  3.784  2.537  -0.178  0.09
H  5.252  2.054  2.987  0.13
H  5.436  -0.637  3.576  0.13
H  4.936  -2.831  2.131  0.08
H  3.277  -2.563  3.223  0.08
H  4.675  -4.205  0.290  0.12
H  2.697  -5.647  -0.971  0.13
H  0.169  -5.224  -1.264  0.10
H  -0.609  -4.024  -0.208  0.04
H  -0.084  -5.572  0.463  0.11
C  1.027  2.163  4.113  -0.21
S  0.437  0.613  3.443  0.93
C  1.654  -0.421  4.223  -0.25
O  0.813  0.774  1.965  -0.73
H  0.663  2.265  5.136  0.07
H  0.623  2.948  3.480  0.05
H  2.115  2.173  4.081  0.06
H  1.421  -0.421  5.291  0.08
H  2.649  -0.018  4.042  0.04
H  1.548  -1.423  3.816  -0.01

Atoms 1-3, force components in eV/Å:
0.9 0.2 0.7
0.0 0.0 0.0
-0.1 0.0 0.0

Its energy above the lowest of the compared OMol25 structures with the same formula, charge and spin is 0.514 eV. The value obtained for the molar mass is 1617.45 g/mol. The spin multiplicity is 1. As for the charge: +1.


(2)
The following is a DFT calculation (ωB97M-V/def2-TZVPD) of a molecular structure, C54H42BI4N8OS3W.

Last column: Löwdin charge in e.
Cartesian coordinates (Å):
W  0.014  0.032  -0.120  1.60
I  -7.341  0.948  -6.663  0.90
C  -5.758  0.797  -5.315  -0.74
C  -5.025  -0.379  -5.239  -0.13
C  -3.989  -0.478  -4.322  -0.02
C  -3.670  0.575  -3.465  -0.19
C  -4.400  1.755  -3.588  -0.03
C  -5.440  1.871  -4.501  -0.14
C  -2.536  0.403  -2.496  -0.13
C  -2.560  -0.673  -1.654  -0.29
C  -3.644  -1.618  -1.546  0.01
C  -3.144  -2.739  -0.999  0.04
C  -1.765  -2.500  -0.688  -0.26
C  -0.864  -3.436  -0.312  -0.11
C  -1.266  -4.873  -0.333  -0.21
C  -0.982  -5.644  -1.457  -0.01
C  -1.368  -6.976  -1.515  -0.14
C  -2.045  -7.537  -0.440  -0.74
I  -2.644  -9.533  -0.528  0.89
C  -2.329  -6.785  0.688  -0.14
C  -1.936  -5.453  0.737  -0.02
C  0.440  -3.115  0.091  -0.25
N  0.918  -1.817  0.316  -0.05
C  2.104  -1.990  1.001  -0.23
C  2.999  -0.930  1.301  -0.11
C  3.996  -1.063  2.396  -0.19
C  5.043  -1.983  2.345  -0.03
C  5.909  -2.139  3.418  -0.14
C  5.732  -1.364  4.555  -0.74
I  6.984  -1.635  6.202  0.89
C  4.727  -0.412  4.608  -0.14
C  3.864  -0.265  3.529  -0.03
C  3.006  0.160  0.489  -0.34
C  4.129  1.048  0.353  0.03
C  3.946  1.742  -0.782  0.02
C  2.659  1.387  -1.314  -0.23
N  2.052  0.427  -0.502  -0.10
C  2.108  1.959  -2.417  -0.08
C  0.763  1.766  -2.757  -0.22
C  0.144  2.331  -3.879  0.01
C  -1.175  1.969  -3.845  0.01
C  -1.356  1.153  -2.712  -0.24
N  -0.162  1.048  -1.999  -0.01
C  2.984  2.766  -3.311  -0.20
C  2.764  4.120  -3.542  -0.03
C  3.589  4.840  -4.393  -0.14
C  4.642  4.199  -5.028  -0.74
I  5.884  5.273  -6.312  0.89
C  4.879  2.848  -4.812  -0.13
C  4.052  2.141  -3.952  -0.02
C  2.368  -3.351  1.194  -0.01
C  1.349  -4.049  0.588  -0.01
N  -1.438  -1.162  -0.976  -0.07
H  -5.254  -1.212  -5.889  0.10
H  -3.405  -1.391  -4.283  0.13
H  -4.160  2.615  -2.980  0.09
H  -5.995  2.796  -4.576  0.10
H  -4.650  -1.450  -1.896  0.13
H  -3.657  -3.672  -0.827  0.13
H  -0.455  -5.197  -2.292  0.13
H  -1.146  -7.567  -2.392  0.10
H  -2.853  -7.228  1.524  0.10
H  -2.159  -4.859  1.618  0.12
H  5.208  -2.562  1.444  0.12
H  6.719  -2.854  3.361  0.10
H  4.609  0.214  5.483  0.10
H  3.071  0.472  3.570  0.09
H  4.976  1.061  1.021  0.13
H  4.616  2.456  -1.235  0.13
H  0.646  2.914  -4.633  0.12
H  -1.938  2.197  -4.570  0.12
H  1.948  4.627  -3.039  0.12
H  3.413  5.895  -4.558  0.10
H  5.698  2.348  -5.312  0.10
H  4.230  1.085  -3.782  0.13
H  3.231  -3.759  1.693  0.11
H  1.220  -5.119  0.532  0.13
C  0.304  4.297  0.554  -0.01
N  -0.319  3.882  1.805  -0.10
C  -1.077  4.670  2.639  -0.03
C  -1.415  3.897  3.698  -0.06
N  -0.866  2.647  3.511  0.01
B  -1.168  1.502  4.558  -0.40
N  -0.340  0.190  4.354  -0.01
C  0.456  -0.274  5.379  -0.05
C  0.741  -1.571  5.144  -0.02
N  0.108  -1.903  3.969  -0.09
C  -0.003  -3.266  3.471  -0.01
C  -0.534  -0.817  3.483  -0.64
S  -1.457  -0.803  2.011  0.75
C  -0.186  2.658  2.367  -0.62
S  0.930  1.481  1.780  0.82
H  -0.028  5.307  0.326  0.10
H  0.011  3.621  -0.246  0.07
H  1.388  4.278  0.649  0.09
H  -1.304  5.698  2.411  0.13
H  -1.996  4.127  4.575  0.14
H  -0.868  1.939  5.641  0.08
H  -2.347  1.238  4.482  0.08
H  0.744  0.363  6.196  0.13
H  1.311  -2.288  5.709  0.13
H  0.929  -3.790  3.658  0.10
H  -0.206  -3.244  2.409  0.04
H  -0.823  -3.774  3.979  0.11
C  -3.458  3.117  -0.404  -0.20
S  -3.084  1.532  0.326  0.95
C  -3.535  1.954  1.992  -0.24
O  -1.544  1.542  0.234  -0.74
H  -4.534  3.178  -0.568  0.08
H  -2.920  3.157  -1.348  0.05
H  -3.117  3.906  0.263  0.06
H  -4.624  2.054  1.995  0.08
H  -3.061  2.889  2.282  0.04
H  -3.235  1.135  2.640  0.00

Atoms 1-3, force components in eV/Å:
-0.3 0.5 0.6
0.0 0.0 0.0
0.0 -0.1 -0.1

Its energy above the lowest of the compared OMol25 structures with the same formula, charge and spin is 0.000 eV. The value obtained for the molar mass is 1617.45 g/mol. As for the expectation value of S²: 2.0514. The spin multiplicity is 3. As for the charge: +1.